15
Properties=species:S:1:pos:R:3 method="wB97M-V/def2-TZVPD" energy_ha=-436.82021 total_charge=-1 lumo_ev=4.0 de_lowest_ev=0.014 max_force_ha_per_bohr=0.017
C 1.92 -0.69 0.81
N 0.49 -0.52 0.73
C -0.23 -1.39 -0.17
O -1.16 -0.80 -0.79
O 0.12 -2.58 -0.23
H 2.47 -0.12 0.05
H 2.09 -1.75 0.68
H 2.29 -0.38 1.79
H 0.14 0.41 0.66
H -0.40 2.48 -1.41
H -0.07 0.97 -1.33
O 0.34 1.86 -1.38
H -2.03 0.54 -0.19
H -3.23 0.76 0.74
O -2.73 1.20 0.04